Entry 1:
The following is a DFT calculation (the ωB97M-V functional and the def2-TZVPD basis) of one molecule with the formula C5H7NO in a non-equilibrium geometry.

```
14
Properties=species:S:1:pos:R:3:forces:R:3
O 0.828121 -1.359615 0.678428 -0.5 0.4 0.3
N 1.455545 -0.486057 -2.249170 -0.5 1.0 0.3
C 0.877434 0.171990 -1.493558 0.6 -0.5 -0.7
C 0.090020 0.655007 -0.349095 0.0 -0.1 0.0
C -0.143323 -0.750615 0.303195 0.3 -0.3 0.2
C -1.512510 -1.371424 0.306109 0.0 0.0 0.1
C 0.843600 1.628685 0.578877 0.1 0.0 0.0
H -0.828588 1.135481 -0.710922 0.1 -0.3 0.1
H 0.146606 2.114890 1.270669 0.1 -0.2 -0.1
H 1.593704 1.086178 1.157998 -0.1 0.0 -0.1
H -1.441432 -2.331584 0.820648 -0.1 0.2 0.0
H 1.346942 2.420587 0.015275 -0.1 -0.2 0.0
H -2.252179 -0.729254 0.790401 0.1 0.0 -0.1
H -1.837968 -1.550584 -0.724803 0.0 0.1 0.1
```
Forces are in eV/Å.

Output
- SMILES: CC(=O)[C@@H](C)C#N
- Largest force on an atom: 0.02214 hartree/bohr
- Energy above the lowest of the compared OMol25 structures with the same formula, charge and spin: 20.1 kcal/mol
- DFT total energy: -324.69240 hartree

Here are the Löwdin charges for atoms 1 to 8, given in e: O 0.100; N 0.175; C -0.202; C -0.269; C -0.426; C 0.000; C -0.046; H 0.142

Entry 2:
The following is a DFT calculation (the ωB97M-V functional and the def2-TZVPD basis) of an isolated ion of composition C3H7NO2P and charge +1 in a non-equilibrium geometry.

```
14
Properties=species:S:1:pos:R:3:forces:R:3
P 1.843413 -1.856052 0.988664 -0.2 -0.4 0.2
O 2.436441 -1.181889 2.333657 1.8 -2.5 0.2
O -0.192466 -0.371291 -1.179824 0.5 -0.2 0.7
N 1.165211 -0.400803 0.871691 -0.5 -0.4 -0.6
C -1.444697 -1.090635 -0.996802 -0.4 -1.0 -0.3
C 1.920481 0.035445 2.047643 -1.3 4.5 1.6
C 0.346244 0.356233 -0.118446 -0.3 -1.0 -0.8
H -1.840457 -1.296413 -2.040715 0.5 0.5 1.4
H -2.224625 -0.632299 -0.341067 0.8 0.4 -0.7
H -1.264548 -2.077158 -0.526144 0.2 0.3 -0.3
H 1.418826 0.496712 2.992830 0.0 -1.0 -1.8
H -0.449701 0.770026 0.409445 -1.3 1.0 1.3
H 1.014525 1.117286 -0.460748 0.2 0.5 -0.7
H 2.645416 0.841026 1.790429 0.0 -0.9 -0.1
```
Forces are in eV/Å.

Output
- Charge: +1
- Largest force on an atom: 0.09591 hartree/bohr
- Energy above the lowest of the compared OMol25 structures with the same formula, charge and spin: 36.5 kcal/mol
- DFT total energy: -664.77066 hartree

Here are the Löwdin charges for atoms 1 to 8, given in e: P 1.265; O -0.257; O -0.152; N -0.217; C -0.058; C -0.310; C -0.192; H 0.121

Number 1: HOMO energy -10.25 eV. Number 2: HOMO energy -15.01 eV.